Entry 1:
The following is a quantum chemistry calculation of a molecular structure, C56H49CuO4P2S2, from the Open Molecules 2025 dataset.

Summary:
HOMO energy (alpha / beta)	-10.01 / -10.01	eV
energy	-151941.5913	eV
energy relative to the best compared isomer or geometry (same formula, charge and spin)	0.091	eV
frontier orbital gap (alpha / beta)	7.3623 / 6.5267	eV
LUMO (alpha / beta)	-2.65 / -3.48	eV

The geometry in ORCA input format:
```
! RIJCOSX wB97M-V def2-TZVPD def2/J DEFGRID3
* xyz 1 2
Cu -0.96 0.74 -1.22
C 0.77 4.03 5.98
C 0.61 2.98 4.91
C -0.58 2.88 4.19
C -0.74 1.94 3.19
C 0.33 1.10 2.89
C 1.52 1.18 3.59
C 1.65 2.12 4.60
S 0.19 -0.09 1.59
O -0.98 0.41 0.74
C -0.46 -1.50 2.46
C -1.07 -1.40 3.73
C -1.59 -2.51 4.31
C -1.53 -3.77 3.67
C -2.07 -4.93 4.28
C -1.99 -6.14 3.65
C -1.37 -6.25 2.38
C -0.85 -5.14 1.77
C -0.92 -3.87 2.40
C -0.38 -2.70 1.79
C 0.24 -2.81 0.44
C 1.60 -3.21 0.31
C 2.42 -3.45 1.44
C 3.73 -3.82 1.29
C 4.28 -3.97 0.00
C 3.51 -3.75 -1.11
C 2.15 -3.37 -0.98
C 1.35 -3.11 -2.13
C 0.06 -2.72 -2.00
C -0.49 -2.58 -0.70
S -2.19 -2.01 -0.55
O -2.24 -0.83 -1.52
C -3.03 -3.32 -1.40
C -3.42 -4.43 -0.67
C -4.06 -5.47 -1.31
C -4.33 -5.41 -2.68
C -5.02 -6.54 -3.38
C -3.95 -4.27 -3.39
C -3.30 -3.22 -2.76
H -0.19 4.29 6.42
H 1.20 4.94 5.56
H 1.44 3.68 6.77
H -1.41 3.54 4.43
H -1.66 1.87 2.62
H 2.35 0.52 3.34
H 2.59 2.18 5.14
H -1.11 -0.44 4.24
H -2.06 -2.44 5.29
H -2.54 -4.85 5.25
H -2.40 -7.03 4.12
H -1.31 -7.21 1.90
H -0.38 -5.23 0.80
H 2.00 -3.34 2.43
H 4.34 -4.00 2.16
H 5.31 -4.26 -0.11
H 3.93 -3.87 -2.10
H 1.79 -3.22 -3.11
H -0.55 -2.49 -2.86
H -3.23 -4.47 0.40
H -4.37 -6.34 -0.75
H -5.37 -7.29 -2.68
H -4.34 -7.02 -4.09
H -5.88 -6.18 -3.95
H -4.17 -4.20 -4.44
H -3.01 -2.33 -3.30
O 0.39 2.16 -4.64
C -0.33 1.93 -3.70
O -0.28 0.85 -2.97
C -1.43 2.92 -3.28
P -1.41 2.98 -1.46
C -0.05 4.04 -0.96
C 0.71 4.76 -1.88
C 1.86 5.42 -1.45
C 2.23 5.39 -0.11
C 1.46 4.68 0.81
C 0.33 4.00 0.38
C -2.97 3.68 -0.88
C -3.00 4.61 0.16
C -4.22 5.08 0.64
C -5.41 4.63 0.09
C -5.38 3.70 -0.94
C -4.18 3.22 -1.42
H -2.37 2.47 -3.58
H -1.33 3.89 -3.77
H 0.45 4.78 -2.93
H 2.46 5.96 -2.17
H 3.12 5.90 0.21
H 1.75 4.64 1.85
H -0.23 3.41 1.09
H -2.08 5.00 0.58
H -4.23 5.82 1.44
H -6.35 5.00 0.47
H -6.31 3.34 -1.37
H -4.18 2.49 -2.21
C 2.62 -0.10 -1.50
P 2.62 1.70 -1.14
C 3.49 1.72 0.48
C 3.94 2.27 -2.27
C 5.30 2.23 -1.96
C 6.25 2.66 -2.87
C 5.85 3.14 -4.11
C 4.51 3.18 -4.44
C 3.55 2.75 -3.52
H 3.57 -0.59 -1.28
H 2.35 -0.24 -2.55
H 1.84 -0.56 -0.90
H 3.99 2.68 0.61
H 4.23 0.92 0.59
H 2.76 1.63 1.28
H 5.62 1.85 -1.00
H 7.30 2.63 -2.61
H 6.60 3.48 -4.82
H 4.19 3.54 -5.41
H 2.51 2.77 -3.79
*
```

***

Entry 2:
The following is a quantum chemistry calculation of 2 unconnected molecules or ions with the total composition C2H3ClO2S in a non-equilibrium geometry, from the Open Molecules 2025 dataset.

Summary:
HOMO energy (alpha / beta)	-9.64 / -8.96	eV
energy	-29570.7340	eV
energy relative to the best compared isomer or geometry (same formula, charge and spin)	3.980	eV
frontier orbital gap (alpha / beta)	8.1350 / 7.9955	eV
LUMO (alpha / beta)	-1.50 / -0.96	eV

The geometry in ORCA input format:
```
! RIJCOSX wB97M-V def2-TZVPD def2/J DEFGRID3
* xyz 0 1
C -0.98 -0.16 0.07
C -2.26 -0.65 -0.04
O 1.02 1.54 -0.31
O -2.67 -1.62 -0.59
S -0.62 1.49 -0.19
Cl -3.42 0.67 0.32
H -1.24 -0.94 1.95
H -0.37 -0.95 -0.29
H 1.50 0.88 -0.86
*
```

***

Entry 3:
The following is a quantum chemistry calculation of a single C18H34O2 molecule, from the Open Molecules 2025 dataset.

Summary:
HOMO energy	-9.16	eV
energy	-23313.4587	eV
energy relative to the best compared isomer or geometry (same formula, charge and spin)	0.201	eV
frontier orbital gap	9.9611	eV
SMILES	CCCCCCCC/C=C\CCCCCCCC(=O)O
LUMO	0.80	eV

The geometry in ORCA input format:
```
! RIJCOSX wB97M-V def2-TZVPD def2/J DEFGRID3
* xyz 0 1
C 0.33 5.57 -4.91
C -1.09 5.04 -4.78
C -1.14 3.53 -5.03
C -2.56 2.97 -5.05
C -3.34 3.12 -3.74
C -2.70 2.39 -2.56
C -3.58 2.42 -1.32
C -2.94 1.68 -0.14
C -2.83 0.21 -0.43
C -1.73 -0.48 -0.69
C -0.32 0.02 -0.75
C 0.59 -0.77 0.19
C 0.20 -0.57 1.65
C 1.12 -1.31 2.63
C 0.99 -2.83 2.54
C 1.72 -3.56 3.66
C 3.23 -3.39 3.59
C 3.95 -4.30 4.55
O 3.46 -5.18 5.20
O 5.26 -4.01 4.61
H 0.36 6.65 -4.72
H 0.72 5.39 -5.91
H 0.99 5.09 -4.20
H -1.74 5.54 -5.49
H -1.46 5.26 -3.77
H -0.68 3.32 -5.99
H -0.55 3.01 -4.27
H -2.51 1.90 -5.30
H -3.12 3.46 -5.84
H -3.46 4.18 -3.50
H -4.35 2.71 -3.89
H -2.51 1.35 -2.84
H -1.74 2.85 -2.33
H -4.55 1.97 -1.55
H -3.76 3.46 -1.03
H -1.96 2.11 0.07
H -3.57 1.82 0.74
H -3.78 -0.30 -0.44
H -1.82 -1.54 -0.89
H 0.04 -0.09 -1.78
H -0.27 1.08 -0.50
H 1.63 -0.45 0.04
H 0.53 -1.83 -0.07
H -0.83 -0.90 1.80
H 0.24 0.50 1.88
H 2.15 -1.02 2.43
H 0.87 -1.00 3.64
H 1.37 -3.18 1.58
H -0.07 -3.09 2.59
H 1.49 -4.63 3.61
H 1.36 -3.20 4.63
H 3.54 -2.36 3.81
H 3.60 -3.63 2.59
H 5.71 -4.61 5.23
*
```